[1]
This record from the OMol25 dataset describes one molecule with the formula C21H24N2O5S. The level of theory is ωB97M-V with the def2-TZVPD basis set.

Values from the calculation:
Frontier orbital gap: 9.266 eV
LUMO level: 0.5 eV
SMILES: C=CCN(CC=C)S(=O)(=O)c1ccc(NC(=O)COc2ccccc2OC)cc1
ΔE to the lowest compared entry with this formula, charge and spin: 3.896 eV
HOMO level: -8.74 eV

Geometry (Å):
C (-3.267, -2.934, 2.688)
C (-3.242, -1.711, 2.194)
C (-4.286, -1.156, 1.273)
N (-3.741, -0.736, 0.003)
S (-3.820, 0.861, -0.453)
O (-4.603, 1.567, 0.520)
O (-4.198, 0.931, -1.837)
C (-2.108, 1.341, -0.307)
C (-1.588, 1.645, 0.936)
C (-0.228, 1.847, 1.086)
C (0.609, 1.731, -0.023)
C (0.064, 1.470, -1.282)
C (-1.294, 1.268, -1.421)
H (-1.740, 1.052, -2.378)
H (0.716, 1.414, -2.140)
N (1.993, 1.839, 0.063)
C (2.770, 2.069, 1.151)
O (2.387, 2.363, 2.260)
C (4.262, 1.921, 0.814)
O (4.479, 1.019, -0.250)
C (4.202, -0.312, 0.003)
C (4.712, -0.997, 1.092)
C (4.438, -2.344, 1.264)
C (3.654, -3.010, 0.344)
C (3.139, -2.338, -0.753)
C (3.401, -0.989, -0.935)
O (2.923, -0.232, -1.969)
C (2.216, -0.884, -2.999)
H (2.033, -0.126, -3.759)
H (1.259, -1.277, -2.640)
H (2.807, -1.693, -3.438)
H (2.523, -2.875, -1.458)
H (3.435, -4.059, 0.473)
H (4.843, -2.867, 2.117)
H (5.335, -0.481, 1.806)
H (4.644, 2.886, 0.468)
H (4.797, 1.645, 1.727)
H (2.497, 1.598, -0.788)
H (0.195, 2.077, 2.050)
H (-2.259, 1.719, 1.778)
C (-3.476, -1.717, -1.014)
C (-2.092, -2.302, -1.017)
C (-1.066, -1.905, -0.291)
H (-0.104, -2.385, -0.355)
H (-1.143, -1.091, 0.407)
H (-1.984, -3.124, -1.714)
H (-3.652, -1.223, -1.976)
H (-4.203, -2.536, -0.930)
H (-4.731, -0.260, 1.714)
H (-5.079, -1.899, 1.113)
H (-2.438, -1.032, 2.443)
H (-2.505, -3.298, 3.356)
H (-4.062, -3.623, 2.453)

Löwdin atomic charge list, values in e, 5 entries: number 1, C, carries 0.01; number 2, C, carries -0.17; number 3, C, carries -0.20; number 4, N, carries -0.24; number 5, S, carries 0.68

=====

[2]
This record from the OMol25 dataset describes C21H24N2OP2PbS as an isolated structure. The level of theory is ωB97M-V with the def2-TZVPD basis set.

Values from the calculation:
Frontier orbital gap: 5.438 eV
LUMO level: -8.2 eV
HOMO level: -13.68 eV
Total charge: +2

Geometry (Å):
C (-1.465, 3.382, -1.725)
C (-1.284, 2.025, -1.509)
C (-0.014, 1.435, -1.848)
C (1.059, 2.268, -2.354)
C (0.812, 3.662, -2.564)
C (-0.424, 4.197, -2.264)
C (2.299, 1.649, -2.596)
C (2.478, 0.280, -2.324)
C (1.329, -0.457, -1.839)
C (1.455, -1.855, -1.511)
C (2.687, -2.468, -1.678)
C (3.816, -1.748, -2.172)
C (3.721, -0.408, -2.489)
H (-2.425, 3.846, -1.469)
H (1.619, 4.293, -2.951)
H (-0.613, 5.264, -2.422)
H (3.137, 2.242, -2.981)
H (2.801, -3.527, -1.422)
H (4.770, -2.273, -2.291)
H (4.593, 0.147, -2.854)
N (0.131, 0.116, -1.645)
Pb (0.000, 0.000, 1.875)
C (-2.314, 1.150, -0.856)
H (-2.284, 0.138, -1.291)
H (-3.326, 1.578, -0.965)
C (0.255, -2.543, -0.938)
H (-0.658, -2.187, -1.442)
H (0.332, -3.640, -1.038)
P (-2.004, 0.938, 0.994)
P (0.002, -2.162, 0.900)
C (1.310, -3.273, 1.609)
H (1.205, -3.294, 2.706)
H (1.246, -4.302, 1.211)
H (2.298, -2.846, 1.371)
C (-1.512, -3.215, 1.174)
H (-1.357, -4.257, 0.839)
H (-1.767, -3.215, 2.247)
H (-2.359, -2.782, 0.616)
C (-2.323, 2.663, 1.577)
H (-3.269, 3.069, 1.174)
H (-2.353, 2.656, 2.678)
H (-1.478, 3.298, 1.264)
C (-3.598, 0.108, 1.475)
H (-3.622, -0.020, 2.571)
H (-4.476, 0.701, 1.162)
H (-3.648, -0.889, 1.008)
C (1.681, -0.186, 2.661)
O (2.757, -0.213, 3.117)
H (0.782, 0.656, 0.702)
S (0.000, 0.000, 3.875)
C (0.000, 0.000, 5.685)
N (0.000, 0.000, 6.946)

Löwdin atomic charge list, values in e, 5 entries: number 1, C, carries -0.01; number 2, C, carries -0.23; number 3, C, carries -0.19; number 4, C, carries -0.12; number 5, C, carries 0.00

=====

[3]
This record from the OMol25 dataset describes C21H24N3O2ReS2 as an isolated structure. The level of theory is ωB97M-V with the def2-TZVPD basis set.

Values from the calculation:
Frontier orbital gap (spin up / spin down): 5.327 / 4.620 eV
⟨S²⟩: 3.7726
LUMO level (spin up / spin down): -11.6 / -12.4 eV
ΔE to the lowest compared entry with this formula, charge and spin: 0.000 eV
HOMO level (spin up / spin down): -16.98 / -16.97 eV
2S+1: 4
Total charge: +3

Geometry (Å):
Re (-2.897, 0.726, -0.442)
N (-4.262, 1.643, -1.767)
C (-5.745, 1.607, -1.411)
C (-6.012, 2.226, -0.048)
C (-5.534, 1.350, 1.070)
O (-6.063, 0.889, 1.996)
O (-4.080, 1.053, 0.921)
H (-3.995, 2.624, -1.896)
H (-4.151, 1.219, -2.692)
H (-6.058, 0.564, -1.458)
H (-6.269, 2.155, -2.193)
H (-7.086, 2.363, 0.077)
H (-5.546, 3.212, 0.035)
S (-0.897, 1.840, -0.868)
C (0.289, 0.596, -1.188)
N (1.498, 0.879, -1.509)
C (2.440, -0.224, -1.829)
C (2.188, -1.382, -0.907)
N (0.750, -1.765, -0.965)
C (0.419, -3.221, -0.711)
C (0.138, -3.441, 0.752)
C (1.162, -3.356, 1.695)
C (0.886, -3.580, 3.034)
C (-0.406, -3.903, 3.432)
C (-1.421, -4.017, 2.494)
C (-1.152, -3.779, 1.152)
C (-0.136, -0.843, -1.091)
S (-1.840, -1.217, -1.157)
C (2.081, 2.268, -1.589)
C (3.152, 2.401, -0.544)
C (4.483, 2.520, -0.931)
C (5.471, 2.652, 0.037)
C (5.126, 2.655, 1.381)
C (3.796, 2.534, 1.768)
C (2.807, 2.410, 0.807)
H (3.447, 0.162, -1.687)
H (2.292, -0.476, -2.882)
H (2.415, -1.144, 0.136)
H (2.773, -2.247, -1.207)
H (1.279, -3.773, -1.084)
H (-0.442, -3.471, -1.329)
H (2.187, -3.169, 1.393)
H (1.682, -3.534, 3.763)
H (-0.614, -4.096, 4.476)
H (-2.414, -4.315, 2.800)
H (-1.935, -3.914, 0.415)
H (1.266, 2.976, -1.468)
H (2.481, 2.357, -2.601)
H (4.750, 2.542, -1.982)
H (6.505, 2.762, -0.260)
H (5.896, 2.768, 2.132)
H (3.534, 2.558, 2.817)
H (1.766, 2.355, 1.112)

Löwdin atomic charge list, values in e, 5 entries: number 1, Re, carries 1.19; number 2, N, carries -0.09; number 3, C, carries -0.14; number 4, C, carries -0.06; number 5, C, carries -0.42

=====

[4]
This record from the OMol25 dataset describes C21H24N3OSbTc as an isolated structure. The level of theory is ωB97M-V with the def2-TZVPD basis set.

Values from the calculation:
Frontier orbital gap (spin up / spin down): 7.677 / 7.280 eV
⟨S²⟩: 0.8069
LUMO level (spin up / spin down): -7.1 / -7.3 eV
HOMO level (spin up / spin down): -14.77 / -14.57 eV
2S+1: 2
Total charge: +2

Geometry (Å):
Tc (-0.310, 0.084, 0.017)
C (1.046, 1.180, -3.751)
C (-0.044, 0.250, -3.331)
C (-0.855, -0.459, -4.213)
C (-1.858, -1.300, -3.741)
C (-2.084, -1.455, -2.374)
C (-1.244, -0.721, -1.571)
N (-0.298, 0.056, -2.032)
Sb (-1.860, -1.877, 1.311)
C (0.048, -2.730, 0.737)
C (0.425, -4.052, 0.824)
C (1.683, -4.409, 0.346)
C (2.497, -3.441, -0.209)
C (2.049, -2.126, -0.295)
C (2.880, -1.058, -0.937)
N (0.840, -1.794, 0.181)
C (-0.925, -0.629, 2.793)
C (-1.049, -0.551, 4.161)
C (-0.225, 0.345, 4.841)
C (0.688, 1.111, 4.136)
C (0.743, 1.012, 2.753)
C (1.714, 1.792, 1.919)
N (-0.075, 0.162, 2.120)
H (0.630, 2.042, -4.276)
H (1.731, 0.685, -4.439)
H (1.607, 1.536, -2.889)
H (-0.695, -0.352, -5.277)
H (-2.472, -1.840, -4.451)
H (-2.862, -2.097, -1.985)
H (-0.237, -4.790, 1.255)
H (2.020, -5.436, 0.406)
H (3.478, -3.692, -0.586)
H (3.941, -1.238, -0.772)
H (2.632, -0.072, -0.543)
H (2.713, -1.047, -2.016)
H (-1.759, -1.172, 4.689)
H (-0.286, 0.431, 5.918)
H (1.361, 1.785, 4.650)
H (1.617, 2.864, 2.089)
H (1.563, 1.619, 0.845)
H (2.738, 1.503, 2.159)
C (-1.650, 4.077, 0.863)
O (-0.963, 2.795, 0.742)
C (-1.444, 1.788, 0.083)
C (-2.766, 1.970, -0.580)
H (-1.954, 4.435, -0.116)
H (-0.920, 4.747, 1.302)
H (-2.507, 3.967, 1.523)
H (-3.482, 2.453, 0.089)
H (-3.171, 1.022, -0.917)
H (-2.650, 2.627, -1.450)

Löwdin atomic charge list, values in e, 5 entries: number 1, Tc, carries 1.20; number 2, C, carries 0.00; number 3, C, carries -0.28; number 4, C, carries 0.02; number 5, C, carries 0.00